# 1
# C46H63CrN4O2S

A molecular structure, C46H63CrN4O2S in a non-equilibrium geometry (the ωB97M-V functional and the def2-TZVPD basis, the OMol25 dataset).

energy above the lowest of the compared OMol25 structures with the same formula, charge and spin	0.0	kJ/mol
spin multiplicity	4

```
117
Properties=species:S:1:pos:R:3:forces:R:3:mulliken_charge:R:1
Cr -0.299340 1.951119 2.209697 -0.8 -0.5 0.1 -0.21
C -0.063019 4.722098 3.456125 -0.9 1.5 -2.4 -1.11
N -0.913310 3.970604 2.428871 1.2 0.3 1.9 0.66
C -2.312717 4.095154 2.854649 0.4 -0.3 1.5 -1.33
C -0.778697 4.654042 1.176015 1.4 -0.4 -2.2 -1.35
C -1.110796 3.627607 0.079028 0.6 1.1 -0.8 -0.79
N -0.171005 2.520267 0.168766 -0.5 0.1 1.6 1.46
C 1.205042 2.914962 -0.147813 -0.9 1.7 0.2 -1.29
C 2.095878 1.884734 0.334854 1.9 -0.7 -1.6 0.79
C 2.808468 1.168652 -0.652947 -1.1 1.4 0.7 -0.87
C 3.760761 0.279825 -0.332408 0.2 -1.3 0.6 -0.41
C 4.052297 0.084163 1.028929 -0.4 0.6 0.1 -0.49
C 3.403614 0.807050 2.041541 0.4 -0.7 -0.9 0.27
C 2.326739 1.693524 1.669139 0.8 -0.9 1.9 0.48
O 1.555799 2.258954 2.624301 0.6 0.4 -0.9 -0.56
C 3.911795 0.653299 3.471483 1.1 -0.6 -0.7 2.03
C 4.379396 2.050304 3.935967 1.1 -1.5 1.0 -1.73
C 2.862832 -0.004091 4.361841 0.9 2.3 1.5 -1.33
C 5.178859 -0.286127 3.569131 0.3 0.5 -0.8 -2.22
C 4.289886 -0.645196 -1.379927 1.8 -0.5 -1.1 2.57
C 4.509989 -0.005208 -2.763714 -0.2 -0.8 -1.5 -1.83
C 3.309399 -1.784014 -1.651936 -0.3 0.0 0.0 -1.55
C 5.692753 -1.163046 -0.987880 0.7 0.3 1.4 -1.95
C -0.527758 1.413304 -0.700946 0.2 -1.1 -0.1 -0.63
C -1.937865 0.907157 -0.720262 0.6 0.2 -0.6 0.83
C -2.480852 0.523014 -1.971619 -1.0 0.0 1.9 -0.83
C -3.705254 -0.176135 -1.978402 2.0 -0.5 0.7 -0.39
C -4.097941 -0.644594 -0.721043 -1.3 0.6 0.5 0.11
C -3.680611 -0.160789 0.525080 0.2 -0.3 0.0 -0.53
C -2.513248 0.677427 0.525086 -1.6 -0.4 0.1 -0.51
O -2.037523 1.215912 1.635234 -0.3 0.4 0.1 0.16
C -4.360163 -0.630077 1.859640 1.3 -1.0 -1.5 2.57
C -5.018171 0.511275 2.580494 0.2 0.2 -1.1 -2.00
C -3.229141 -1.278525 2.727387 -1.4 -1.3 1.4 -1.23
C -5.392810 -1.716068 1.574692 -0.6 0.2 0.9 -2.36
C -4.346872 -0.795282 -3.204104 0.5 2.6 -0.2 2.24
C -5.807316 -0.234333 -3.380375 1.9 -0.8 -0.7 -1.78
C -3.482669 -0.457176 -4.434970 -1.6 0.2 -1.3 -1.98
C -4.375293 -2.268797 -3.047028 -0.7 -2.2 0.6 -1.71
H -0.620896 5.714384 3.488632 1.1 -0.8 0.5 0.42
H 0.959594 4.859370 3.053870 -0.7 -0.2 0.2 0.26
H 0.011579 4.251250 4.396678 -0.3 -0.7 1.0 0.32
H -2.513839 5.158497 3.064515 -0.2 -0.3 -0.2 0.47
H -2.410082 3.511090 3.790106 -0.3 0.3 -0.5 0.30
H -2.957726 3.694776 2.103673 -0.5 -0.2 -0.4 0.37
H 0.271619 5.041286 1.002300 -1.4 -0.4 0.5 0.41
H -1.453776 5.478005 1.118325 -0.5 0.9 -0.1 0.53
H -0.924196 4.018506 -0.935259 -0.6 0.5 0.2 0.44
H -2.142911 3.292639 0.168214 0.2 -0.2 -0.1 0.39
H 1.443823 3.893885 0.327073 -0.2 -0.8 -0.2 0.42
H 1.279136 3.077838 -1.230278 0.1 -0.1 0.0 0.36
H 2.539262 1.363210 -1.671465 -0.1 0.0 -0.5 0.37
H 4.818919 -0.654748 1.256184 -0.3 0.4 0.2 0.37
H 3.658838 2.833872 3.947895 -0.7 0.4 -0.3 0.18
H 5.296571 2.321770 3.394561 -0.4 0.1 -0.1 0.39
H 4.697009 1.864408 4.969981 0.0 0.5 0.1 0.48
H 2.059671 0.727458 4.390263 -0.7 -0.5 0.0 -0.03
H 3.266564 -0.006894 5.423598 -0.4 -0.5 -1.1 0.55
H 2.627901 -0.972389 3.980598 -0.4 -0.6 0.0 0.31
H 6.016274 -0.051472 2.899897 -0.1 0.7 0.1 0.45
H 5.056635 -1.326829 3.301118 -0.9 -0.4 0.1 0.42
H 5.586848 -0.284138 4.568475 -0.1 0.2 0.5 0.43
H 3.550858 0.258828 -3.287014 0.8 0.0 0.6 0.29
H 4.956012 -0.838840 -3.404412 -0.5 1.1 0.6 0.48
H 5.222815 0.829769 -2.813634 -0.3 -0.1 0.3 0.32
H 2.370879 -1.301258 -1.988155 0.2 -0.7 0.2 0.12
H 3.160105 -2.410218 -0.787059 -0.4 0.1 0.7 0.27
H 3.665298 -2.517926 -2.385617 0.1 0.5 -0.3 0.54
H 6.326195 -0.293555 -0.610765 -0.8 -1.1 -0.4 0.36
H 6.232655 -1.575065 -1.835898 -0.1 -0.2 -0.1 0.46
H 5.676403 -1.954406 -0.186502 0.0 0.8 -0.7 0.29
H 0.137307 0.573829 -0.394788 -0.3 0.5 -0.4 -0.52
H -0.260484 1.716955 -1.693425 0.3 0.0 -0.9 0.48
H -1.882492 0.738818 -2.828008 0.0 0.1 -0.6 0.41
H -4.889173 -1.397481 -0.764282 0.1 0.5 0.4 0.07
H -4.281583 1.284621 2.638370 0.2 0.9 0.2 0.12
H -5.200494 0.161836 3.561279 -0.7 -0.1 1.2 0.54
H -5.925653 0.849133 2.047893 0.4 -0.1 0.4 0.42
H -2.607902 -0.528807 3.204504 -0.2 0.1 -0.1 0.22
H -2.582695 -1.955911 2.140032 -0.3 0.3 0.1 0.24
H -3.712250 -1.947933 3.583930 0.9 1.4 -1.6 0.39
H -6.207684 -1.436720 0.924104 -0.1 0.5 -0.5 0.43
H -5.918497 -1.978875 2.511692 0.5 -0.1 -0.2 0.45
H -4.922509 -2.576236 1.148122 0.2 -0.8 -0.1 0.44
H -5.790777 0.800859 -3.692875 0.0 0.6 1.0 0.39
H -6.338612 -0.543716 -2.494606 -0.7 0.5 0.1 0.35
H -6.203146 -0.668217 -4.279563 -0.6 -0.9 -0.3 0.49
H -3.320055 0.599521 -4.782439 -0.8 -0.7 0.7 0.24
H -3.995377 -1.033058 -5.234165 0.6 0.5 -0.1 0.47
H -2.500747 -0.827187 -4.344129 1.2 -0.8 0.3 0.40
H -5.018195 -2.615767 -2.199407 0.4 0.4 -0.6 0.42
H -3.401413 -2.750266 -2.868290 -0.1 0.5 -0.1 0.33
H -4.818319 -2.753174 -3.915893 0.0 0.0 -0.3 0.47
S -0.726380 1.476942 4.520013 -0.1 -1.4 -0.4 -0.81
C -0.363252 -0.128426 3.792157 -0.3 1.4 0.4 0.29
C -0.427633 -1.362146 4.423991 -0.5 1.5 2.8 -0.64
C 0.127480 -2.452895 3.869725 -0.9 0.1 -0.6 -0.75
C 0.574338 -2.309427 2.577077 0.9 -2.8 -1.1 -0.82
C 0.518676 -1.125671 1.935746 -0.1 0.8 -0.4 -0.27
N 0.028473 -0.041447 2.527898 0.8 0.1 0.2 1.12
H -0.836948 -1.323115 5.447759 0.2 -0.3 -0.6 0.43
H 0.035522 -3.391424 4.347422 0.3 -0.9 0.4 0.55
H 0.910025 -3.217553 2.030519 0.0 0.9 0.4 0.33
H 0.896346 -1.000688 0.945871 0.1 0.0 -0.6 0.31
N 0.459230 -0.998058 -3.861699 -0.6 1.5 1.1 -0.38
C 0.741169 -1.791247 -4.623656 0.9 -1.8 -1.4 0.12
C 1.172742 -2.902005 -5.469052 -0.1 0.2 0.9 0.50
C 0.271391 -3.405231 -6.415118 1.5 -1.0 0.4 -0.66
C 0.650700 -4.561847 -7.093754 1.1 1.0 1.4 -0.49
C 1.865084 -5.173642 -6.794807 -0.3 0.9 -0.6 -0.48
C 2.747443 -4.657099 -5.867844 0.7 0.0 1.9 -0.48
C 2.407547 -3.520113 -5.130471 -1.8 0.2 -1.7 -0.20
H -0.685046 -2.969877 -6.529807 -0.7 0.5 -0.3 0.52
H 0.058299 -4.985130 -7.836243 -1.1 -0.6 -1.1 0.45
H 2.149542 -5.968328 -7.434344 0.3 -1.0 -0.1 0.38
H 3.650030 -5.204946 -5.530138 -0.5 0.4 -0.8 0.33
H 2.986802 -3.036942 -4.371773 0.5 -0.2 0.3 0.42
```
Positions in Å, forces in eV/Å.


# 2
# C26H42Cl3GaN4O4Si

A molecular structure, C26H42Cl3GaN4O4Si in a non-equilibrium geometry (the ωB97M-V functional and the def2-TZVPD basis, the OMol25 dataset).

energy above the lowest of the compared OMol25 structures with the same formula, charge and spin	138.2	kJ/mol

```
81
Properties=species:S:1:pos:R:3:forces:R:3:mulliken_charge:R:1
C 3.124647 -1.669905 -4.182989 0.3 -0.1 -0.3 -1.66
C 1.906658 -0.849427 -3.962344 -1.5 0.8 0.8 0.33
H 3.403675 -1.670364 -5.242375 0.1 -0.1 0.2 0.48
H 2.953114 -2.709268 -3.867327 0.1 0.2 -0.1 0.22
H 3.969296 -1.280854 -3.589312 -0.3 -0.2 -0.2 0.29
C 1.082337 -0.413690 -4.929002 0.6 -0.4 0.5 0.55
C 1.296556 -0.672342 -6.383757 -0.1 -0.1 -0.8 -2.00
H 0.183759 0.147209 -4.668010 0.3 0.0 0.1 0.37
H 1.230647 -1.743081 -6.632313 0.1 0.2 0.0 0.32
H 2.270706 -0.301345 -6.739419 -0.2 -0.2 0.1 0.39
H 0.535861 -0.167372 -6.990233 0.1 -0.1 0.1 0.39
Ga 2.183819 1.528547 2.114406 -0.4 0.1 0.2 0.27
Cl 2.770610 2.809205 3.764270 0.0 -0.1 0.0 -0.37
Cl -0.258545 -2.826345 0.387962 0.0 0.0 0.2 -0.21
H -1.675386 -1.776269 4.528491 0.1 0.0 -0.4 0.43
H -1.114049 -0.512442 6.360303 0.4 0.0 0.0 0.37
C -0.963899 -1.310808 3.838395 -0.1 -0.3 -0.3 -0.76
C -0.106130 -0.887013 6.124886 0.0 -0.3 0.1 -1.00
N 0.113237 -0.773360 4.683613 0.6 0.5 -0.2 0.24
H -1.479944 -0.524871 3.269507 0.3 -0.1 0.2 0.28
C 1.163018 -0.143779 4.198224 -0.6 0.0 -1.1 0.12
O 1.313055 0.019749 2.926224 -0.1 -0.1 1.3 -0.13
H 0.647928 -0.316942 6.665323 -0.1 0.0 0.0 0.32
H 1.890939 0.287966 4.898414 -0.2 -0.2 -0.1 0.34
H -0.594517 -2.058447 3.119602 0.0 0.3 0.2 0.12
H -0.047672 -1.944112 6.421374 0.0 0.3 -0.1 0.35
H -0.341246 -2.656583 -2.694260 -0.3 -0.1 -0.1 -0.06
H -1.818858 -0.705095 -4.481646 -0.2 0.0 0.2 0.22
C -1.324706 -2.981684 -3.092230 0.4 -0.1 0.1 -0.71
C -2.705765 -1.134782 -3.998144 0.2 0.0 0.2 -0.82
N -2.305530 -1.931047 -2.847178 -1.1 -0.3 0.6 0.48
H -1.632168 -3.908382 -2.592251 0.0 0.2 -0.2 0.41
C -3.179698 -2.035931 -1.778945 0.5 -0.9 -0.6 0.13
O -3.292670 -3.011879 -1.045509 0.2 1.1 -0.4 -0.61
H -3.368673 -0.328866 -3.663811 0.1 -0.1 -0.1 0.26
H -3.790444 -1.117563 -1.663715 0.0 -0.2 0.0 0.23
H -1.229690 -3.132140 -4.176128 -0.1 -0.1 0.2 0.32
H -3.234623 -1.755124 -4.742739 0.1 0.2 0.2 0.36
O 1.090005 -1.532774 -1.712990 -0.9 -0.5 -0.4 -0.45
C 1.586193 -0.547410 -2.448544 0.4 0.7 0.4 0.34
C -0.624003 0.714583 -2.139460 0.0 0.3 -0.1 1.29
C 0.756298 0.753686 -2.344368 0.5 -0.4 -0.3 -0.91
H -1.089479 -0.223028 -1.812045 0.3 0.4 -0.3 0.22
C -1.378373 1.860699 -2.426323 0.5 -0.1 0.2 -0.71
H 2.589051 -0.276833 -2.035985 0.4 0.5 -0.2 0.08
C 1.402536 1.961647 -2.598830 -0.3 0.2 -0.2 -0.60
H -2.466120 1.810734 -2.354646 0.2 0.1 0.0 0.42
C -0.733894 3.043324 -2.805988 -0.4 0.3 0.0 -0.64
C 0.658503 3.113232 -2.850884 0.3 -0.1 0.2 -1.01
H 2.494898 1.954111 -2.670754 -0.3 0.1 -0.1 0.43
H -1.330936 3.930937 -3.042615 0.2 -0.3 0.0 0.39
H 1.177676 4.045706 -3.099759 -0.3 -0.3 0.1 0.39
Si 1.699163 -3.536423 0.378449 0.4 -0.7 0.0 0.66
Cl 3.447107 1.248255 0.479356 0.4 -0.3 -0.3 -0.19
C 1.477277 -5.412581 0.308407 -0.2 0.1 0.2 -1.14
C 2.362337 -3.117184 2.094360 0.1 0.1 0.2 -0.89
C 3.003078 -3.089881 -0.878329 0.1 0.0 0.1 -0.34
H 0.830666 -5.751016 1.133451 0.1 0.0 -0.3 0.25
H 2.440023 -5.936203 0.394801 -0.2 0.2 -0.1 0.33
H 1.010471 -5.693291 -0.646698 0.1 0.0 0.3 0.30
H 2.555951 -3.063514 -1.874726 0.1 0.1 0.4 -0.38
H 3.833152 -3.806646 -0.880315 -0.1 -0.1 0.3 0.51
H 3.401472 -2.098379 -0.621087 -0.1 -0.1 -0.4 0.16
H 2.775217 -2.100645 2.117157 0.0 -0.2 0.0 0.10
H 3.171101 -3.820379 2.354390 -0.2 0.2 -0.1 0.43
H 1.586390 -3.192685 2.869657 0.1 0.0 -0.2 0.15
N -4.220374 1.716029 1.223599 0.2 0.2 0.1 -0.40
C -3.005168 1.166321 0.924094 -0.4 -1.5 -0.5 0.05
O -2.868855 -0.032523 0.672377 0.0 1.7 0.5 -0.47
C -1.846733 2.113461 0.907212 0.6 0.2 -0.1 0.07
C -1.910850 3.466559 0.553068 0.3 -0.3 0.2 -0.23
C -0.729489 4.208683 0.544206 0.6 0.0 0.1 -0.94
C 0.459061 3.634333 1.002333 -0.5 -0.6 0.1 -0.17
N 0.505525 2.325303 1.382849 -1.1 0.5 -0.8 0.36
C -0.608765 1.563131 1.222915 0.7 0.3 0.2 -0.24
H -4.972734 1.072588 1.406256 0.0 -0.1 -0.1 0.30
H -4.301397 2.635442 1.633653 0.1 -0.2 -0.1 0.18
H -2.859463 3.921609 0.263585 0.3 -0.1 0.0 0.45
H -0.690871 5.236884 0.181334 -0.1 -0.3 0.2 0.43
H 1.396207 4.200157 1.069855 -0.5 -0.3 0.0 0.46
H -0.472306 0.486007 1.358463 -0.3 0.3 0.0 0.69
```
Positions in Å, forces in eV/Å.